Version a
Density functional theory data (the ωB97M-V functional and the def2-TZVPD basis) for the molecule C3H4ClF.

The HOMO-LUMO gap comes out at 11.379 eV. For the highest occupied orbital energy, the calculation gives -10.35 eV.

```
9
C3H4ClF the ωB97M-V functional and the def2-TZVPD basis
C 0.2548 0.2361 -0.0149
C 1.1544 -0.6428 0.7535
C 1.1376 -0.6700 -0.7410
H 1.9626 -0.1862 1.3381
H 0.6505 -1.5083 1.1733
H 0.7059 -1.5225 -1.1799
H 2.0689 -0.2735 -1.2558
F 0.3793 1.5930 -0.0113
Cl -1.4166 -0.2580 0.0024
```

Version b
Density functional theory data (the ωB97M-V functional and the def2-TZVPD basis) for the molecule C3H4ClF.

The HOMO-LUMO gap comes out at 10.853 eV. For the highest occupied orbital energy, the calculation gives -10.53 eV.

```
9
C3H4ClF the ωB97M-V functional and the def2-TZVPD basis
C -0.0526 -1.0295 -0.2101
C -0.5295 0.2501 0.1468
C 0.1821 1.3584 -0.0071
H -0.8937 -1.6474 -0.2285
H -1.3168 0.2872 1.0646
H -0.2433 2.2925 0.3133
H 1.0579 1.3747 -0.5680
F 0.6180 -0.9827 -1.3791
Cl 1.1781 -1.9034 0.8681
```

Version c
Density functional theory data (the ωB97M-V functional and the def2-TZVPD basis) for a structure of composition C3H4ClF.

The HOMO-LUMO gap comes out at 10.397 eV. For the highest occupied orbital energy, the calculation gives -9.58 eV.

```
9
C3H4ClF the ωB97M-V functional and the def2-TZVPD basis
C 2.1097 -0.3012 -0.0012
C 1.0837 0.6948 -0.0287
C -0.1735 0.5032 -0.1195
H 1.8140 -1.3835 -0.3116
H 3.3361 -0.0749 -0.4939
H 2.3645 -0.2435 1.1807
H 1.2047 1.7471 0.0365
F -1.2433 1.3577 0.0342
Cl -0.9205 -1.0380 0.0104
```

The structure with the least stability is version c.

Version a
Density functional theory data (the ωB97M-V functional and the def2-TZVPD basis) for the molecule C7H13N.

The HOMO-LUMO gap comes out at 8.807 eV. For the highest occupied orbital energy, the calculation gives -7.73 eV.

```
21
C7H13N the ωB97M-V functional and the def2-TZVPD basis
C -1.6918 1.1627 1.5276
C -0.9374 0.0661 0.7754
C -0.8561 0.2163 -0.8289
C 0.5922 -0.2433 -1.0295
C 0.6149 -1.7022 -0.9789
C 1.9742 0.3260 -1.0296
C 1.0821 0.6041 0.1285
H -2.6338 1.5003 1.0789
H -1.8821 0.7433 2.5280
H -1.0651 2.0789 1.5417
H -1.3817 -0.9500 0.9907
H -0.9854 1.2507 -1.0063
H -1.6719 -0.3789 -1.2080
H 1.6026 -2.0145 -0.5807
H 0.4988 -2.1799 -1.9201
H -0.1591 -2.1140 -0.3105
H 2.7726 -0.3752 -1.0700
H 2.1899 1.1854 -1.5079
H 0.6684 1.5952 -0.0283
H 0.7807 -0.8380 1.5953
N 0.4880 0.0670 1.3325
```

Version b
Density functional theory data (the ωB97M-V functional and the def2-TZVPD basis) for a structure of composition C7H13N.

The HOMO-LUMO gap comes out at 7.610 eV. For the highest occupied orbital energy, the calculation gives -6.63 eV.

```
21
C7H13N the ωB97M-V functional and the def2-TZVPD basis
C -0.7043 0.1121 0.1884
C -0.9171 -0.3560 -1.2328
C -1.9449 -0.0262 1.0521
N 1.7436 -1.8006 -0.6392
C 0.5495 -0.2772 0.9140
C -0.0150 1.5660 0.2912
C 1.6291 -0.9854 0.4586
C 0.9336 2.0940 -0.4908
H 0.9135 -2.0340 -1.1610
H 2.5085 -2.4593 -0.6766
H 0.4795 -0.1902 1.9942
H -0.6566 2.2270 0.8593
H 2.5416 -0.9307 1.0439
H -1.0651 -1.4331 -1.2840
H -0.0797 -0.0712 -1.8727
H -1.8218 0.1137 -1.6345
H -2.7923 0.4720 0.5768
H -2.1778 -1.0834 1.2153
H -1.7933 0.4227 2.0364
H 0.9862 3.1556 -0.6716
H 1.6828 1.4842 -0.9669
```

Version c
Density functional theory data (the ωB97M-V functional and the def2-TZVPD basis) for the molecule C7H13N.

The HOMO-LUMO gap comes out at 5.102 eV. For the highest occupied orbital energy, the calculation gives -6.41 eV.

```
21
C7H13N the ωB97M-V functional and the def2-TZVPD basis
C 2.0954 -1.6844 0.8049
C 2.0325 -0.9526 -0.5779
N -0.0739 2.1931 -0.9582
C 0.3038 0.8886 -0.4790
C 1.6208 0.4772 -0.5679
C -3.3395 -0.0185 0.0218
C -2.0668 0.5660 0.5786
C -0.7132 0.0823 0.0662
H 1.3069 -2.4090 0.9785
H 1.9576 -0.9718 1.6424
H 3.1086 -2.0836 0.9663
H 3.0571 -1.0041 -0.9369
H 1.3581 -1.5240 -1.2060
H -1.0719 2.2461 -0.8039
H 0.4224 2.9683 -0.5384
H 2.2198 1.3708 -0.7114
H -3.6978 -0.9755 0.3427
H -2.2619 -0.1622 1.3877
H -3.5760 0.4621 -0.9361
H -1.8740 1.4829 1.1427
H -0.8081 -0.9516 -0.2160
```

Version d
Density functional theory data (the ωB97M-V functional and the def2-TZVPD basis) for the molecule C7H13N.

The HOMO-LUMO gap comes out at 9.586 eV. For the highest occupied orbital energy, the calculation gives -8.60 eV.

```
21
C7H13N the ωB97M-V functional and the def2-TZVPD basis
C -1.7882 -0.7164 -1.0083
C -0.8173 -1.1365 0.1626
C 0.3067 -0.1614 0.4019
C 1.4376 -0.7283 0.8701
C 2.6318 0.2314 1.0037
C -1.0059 2.0059 0.6873
C 0.0250 1.3049 0.2737
N -1.0282 -1.0727 -2.2040
H -2.7180 -1.2796 -0.9225
H -1.9831 0.3578 -0.9438
H -1.3262 -1.2868 1.1442
H -0.4233 -2.1436 0.0570
H 1.5945 -1.7606 1.1191
H 2.2457 1.1920 1.3857
H 3.4171 0.0212 1.7206
H 2.7483 0.5613 -0.0406
H -1.7950 1.5013 1.1951
H -1.2517 3.0515 0.4956
H 0.8692 1.6940 -0.3143
H -1.1061 -0.4315 -2.9802
H -0.0328 -1.2040 -2.1028
```

The structure with the least stability is version c.

Version a
Density functional theory data (the ωB97M-V functional and the def2-TZVPD basis) for a cluster of 2 separate species, C7H13N in total.

The HOMO-LUMO gap comes out at 7.364 eV. For the highest occupied orbital energy, the calculation gives -6.63 eV.

```
21
C7H13N the ωB97M-V functional and the def2-TZVPD basis
C -0.5873 -0.6582 0.4653
C -1.5366 0.5065 0.1348
C -0.3790 -0.9335 1.9523
C 1.5496 0.8153 0.3045
C 0.7040 -0.2908 -0.2653
C -1.0345 0.9279 -1.2209
C 1.2745 -1.1395 -1.2341
N -1.6004 1.7526 -1.9760
H -0.9750 -1.5646 -0.0099
H -1.1135 1.9119 -2.8612
H -2.5906 0.2140 0.1333
H -1.4006 1.3317 0.8400
H 0.2451 -0.0258 -1.6142
H -1.3167 -1.2548 2.4080
H 0.3607 -1.7216 2.1057
H -0.0447 -0.0369 2.4762
H 2.2713 1.1783 -0.4246
H 2.1069 0.4200 1.1579
H 0.9463 1.6639 0.6261
H 0.8181 -2.0917 -1.4612
H 2.3024 -1.0047 -1.5367
```

Version b
Density functional theory data (the ωB97M-V functional and the def2-TZVPD basis) for the molecule C7H13N.

The HOMO-LUMO gap comes out at 9.291 eV. For the highest occupied orbital energy, the calculation gives -8.42 eV.

```
21
C7H13N the ωB97M-V functional and the def2-TZVPD basis
C 1.5528 1.5182 -0.2365
C 0.2882 1.1668 0.5779
C -0.8514 0.4434 -0.0598
C -0.9554 -0.9197 0.0385
C -0.3396 -1.8458 0.9967
C -0.1807 -3.1768 0.7395
C -1.6537 1.4114 -0.8450
N 2.2444 0.2503 -0.7453
H 2.2338 2.1478 0.3675
H 1.2515 2.2220 -1.0240
H -0.1187 2.1418 0.9219
H 0.4412 0.5981 1.4715
H -1.7411 -1.4602 -0.5603
H -0.1144 -1.4069 1.9507
H -0.4403 -3.5144 -0.3048
H 0.2246 -3.8148 1.4105
H -2.4893 1.8806 -0.0663
H -1.1563 2.2536 -1.3949
H -2.2094 0.9811 -1.6948
H 2.3659 -0.6015 -0.0552
H 1.6479 -0.2748 -1.4878
```

The structure with the least stability is version a.

Version a
Density functional theory data (the ωB97M-V functional and the def2-TZVPD basis) for a cluster of 3 separate species, C7H13N in total.

The HOMO-LUMO gap (spin up / spin down) comes out at 7.965 / 6.746 eV. For the highest occupied orbital energy (spin up / spin down), the calculation gives -6.98 / -6.29 eV.

```
21
C7H13N the ωB97M-V functional and the def2-TZVPD basis
C -0.0765 0.7420 -0.1054
C 1.7502 1.4304 1.2426
C -2.5584 -0.2194 -2.1286
C 3.0045 0.7804 0.7448
C -1.8969 -0.8752 -0.9482
C 0.0470 -0.2645 0.7439
C 0.0646 -1.3085 1.4986
N -2.1567 -1.9990 -0.4631
H -2.9155 -2.5215 -0.9405
H -0.7583 1.5557 0.0968
H 0.4749 0.7556 -1.0351
H 1.5635 2.4472 0.9094
H 1.4924 1.2806 2.2865
H -3.0050 0.7324 -1.8287
H -3.3441 -0.8535 -2.5714
H -1.8167 0.0071 -2.8992
H 0.7480 -1.4292 2.3282
H -0.6656 -2.0814 1.2408
H 3.9093 1.2604 1.1466
H 3.0833 0.8346 -0.3453
H 3.0560 -0.2742 1.0272
```

Version b
Density functional theory data (the ωB97M-V functional and the def2-TZVPD basis) for a cluster of 2 separate species, C7H13N in total.

The HOMO-LUMO gap comes out at 8.950 eV. For the highest occupied orbital energy, the calculation gives -8.47 eV.

```
21
C7H13N the ωB97M-V functional and the def2-TZVPD basis
C -1.5718 1.0077 -0.0851
C -1.8558 -0.0863 0.9234
C -1.1336 -1.4684 0.4593
C 3.1949 0.8519 -0.5512
C 2.5044 -0.1642 0.0470
C 1.1860 -0.2155 0.5390
C 0.3513 -1.2961 0.5763
N -1.6722 0.5971 -1.5041
H -0.5853 1.4132 0.1418
H -2.3410 1.8052 -0.0627
H -1.2707 0.1715 1.8266
H -2.9923 -0.2690 0.9101
H -1.3212 -1.6612 -0.5990
H -1.5133 -2.3319 0.9839
H 2.9480 1.9050 -0.5352
H 4.1103 0.5887 -1.0808
H 2.7766 -1.2319 -0.0434
H 0.9053 0.9827 1.6331
H 0.9481 -2.1826 0.3544
H -1.8858 1.4034 -2.1101
H -0.7817 0.1808 -1.8234
```

The structure with the least stability is version a.

Version a
Density functional theory data (the ωB97M-V functional and the def2-TZVPD basis) for a cluster of 3 separate species, C7H17NO2 in total.

The HOMO-LUMO gap (spin up / spin down) comes out at 6.787 / 6.787 eV. For the highest occupied orbital energy (spin up / spin down), the calculation gives -6.00 / -6.00 eV.

```
27
C7H17NO2 the ωB97M-V functional and the def2-TZVPD basis
C 1.5981 -0.2393 -0.2301
C -0.6881 -0.2723 -0.1853
C -2.3637 1.5300 0.8788
C -0.3672 0.7085 0.7656
C 1.8613 -1.6586 -0.6841
C 2.4895 0.1822 0.9093
C -1.2075 -1.6161 0.2457
N -1.0289 0.1138 -1.4760
O 1.7689 0.6781 -1.2831
O -2.4654 2.2536 -0.3584
H 1.1099 0.4541 -1.9614
H -1.9677 3.0740 -0.2638
H -1.8496 -0.3510 -1.8478
H -1.1253 1.1245 -1.5843
H -2.3943 2.2068 1.7369
H -3.1917 0.8219 0.9183
H 0.0188 1.6590 0.4207
H -0.1740 0.3975 1.7820
H 1.7095 -2.3713 0.1300
H 2.8969 -1.7761 -1.0407
H 1.2145 -1.9442 -1.5186
H 3.5512 0.1140 0.6266
H 2.3289 1.2286 1.1802
H 2.3312 -0.4486 1.7865
H -0.9827 -2.3784 -0.5049
H -0.7781 -1.9179 1.1997
H -2.2946 -1.5727 0.3584
```

Version b
Density functional theory data (the ωB97M-V functional and the def2-TZVPD basis) for a cluster of 3 separate species, C7H17NO2 in total.

The HOMO-LUMO gap comes out at 8.941 eV. For the highest occupied orbital energy, the calculation gives -8.18 eV.

```
27
C7H17NO2 the ωB97M-V functional and the def2-TZVPD basis
C -0.0219 -1.1524 2.7926
C 0.0064 0.2649 2.3262
C 1.0499 -1.9450 2.9356
N 0.2129 -2.2883 0.2621
O -0.2214 -2.4778 -1.1043
H -0.9166 -3.1463 -1.0423
H 0.4766 -1.3013 0.2806
H -1.0119 -1.5542 2.9674
H -0.5021 0.3676 1.3666
H 1.0292 0.6204 2.2109
H -0.5114 0.9033 3.0443
H 2.0411 -1.5203 2.9540
H 1.1731 -2.7148 0.5610
H 0.9621 -2.8899 3.4483
C 0.6110 0.2152 -2.8512
C -1.0358 3.0808 -0.7768
C -0.2486 0.9766 -1.8856
C -0.2015 2.2988 -1.7409
O -1.1189 0.2217 -1.1391
H -0.9853 -0.7186 -1.3539
H 0.4779 2.8597 -2.3656
H 1.2638 0.8869 -3.4003
H 1.2257 -0.5182 -2.3283
H -0.0130 -0.3256 -3.5645
H -0.4049 3.6031 -0.0550
H -1.6252 3.8331 -1.3027
H -1.7111 2.4207 -0.2391
```

The structure with the least stability is version a.

Version a
Density functional theory data (the ωB97M-V functional and the def2-TZVPD basis) for a cluster of 2 separate species, CH3FO2S in total.

The HOMO-LUMO gap (spin up / spin down) comes out at 10.643 / 5.263 eV. For the highest occupied orbital energy (spin up / spin down), the calculation gives -10.19 / -8.00 eV.

```
8
CH3FO2S the ωB97M-V functional and the def2-TZVPD basis
C 1.0900 -0.2995 0.5799
O -3.0680 1.0802 0.5758
O -1.3389 -0.6143 -0.0785
F 1.3534 0.1141 -0.6429
S -2.1166 0.6252 -0.4360
H 0.4041 0.3016 1.1628
H 1.6565 -1.1319 0.9863
H -2.8014 0.1167 -1.5202
```

Version b
Density functional theory data (the ωB97M-V functional and the def2-TZVPD basis) for the molecule CH3FO2S.

The HOMO-LUMO gap comes out at 11.757 eV. For the highest occupied orbital energy, the calculation gives -11.43 eV.

```
8
CH3FO2S the ωB97M-V functional and the def2-TZVPD basis
C -0.2277 -0.8883 0.2304
O 1.3808 0.8436 -1.4545
O 0.7700 1.3747 1.0515
F -1.0383 1.4983 -0.6902
S 0.3526 0.7619 -0.1918
H -0.5166 -0.8348 1.3591
H -1.1989 -1.1364 -0.2811
H 0.4781 -1.6191 -0.0233
```

Version c
Density functional theory data (the ωB97M-V functional and the def2-TZVPD basis) for a cluster of 2 separate species, CH3FO2S in total.

The HOMO-LUMO gap (spin up / spin down) comes out at 8.406 / 7.956 eV. For the highest occupied orbital energy (spin up / spin down), the calculation gives -10.75 / -10.66 eV.

```
8
CH3FO2S the ωB97M-V functional and the def2-TZVPD basis
C -0.0042 -0.1608 0.0222
O 3.1045 -0.5667 -1.3253
O 3.0591 -0.9106 1.0593
F 3.2653 1.5482 0.0994
S 2.6449 -0.1558 -0.0618
H -0.2096 0.7060 -0.5425
H -0.1266 -1.1377 -0.4514
H -0.1003 -0.2290 1.2260
```

The structure with the least stability is version a.